Arrangement a

This record from the OMol25 dataset describes a gas-phase ion, C7H12 (charge +1). The level of theory is ωB97M-V/def2-TZVPD.

Last column: Mulliken charge in e.
Geometry (Å):
C -1.79 1.29 0.32  -0.970
C -1.04 0.27 1.37  -0.808
C 0.43 0.11 1.12  0.657
C 1.30 0.31 2.13  -0.755
C 0.83 -1.01 -2.46  -1.104
C 0.38 -1.05 -1.06  0.394
C 0.86 -0.08 -0.24  -0.621
H -2.08 2.07 0.95  0.363
H -1.00 1.69 -0.32  0.335
H -2.43 0.69 -0.34  0.303
H -1.55 -0.71 1.25  0.318
H -1.39 0.42 2.38  0.475
H 1.04 0.19 3.23  0.325
H 2.36 0.15 1.80  0.318
H 1.37 -1.98 -2.73  0.334
H 1.50 -0.15 -2.64  0.353
H -0.02 -1.02 -3.21  0.322
H -0.44 -1.71 -0.86  0.417
H 1.69 0.52 -0.66  0.343

Computed properties:
total charge = +1
multiplicity = 2

Arrangement b

This record from the OMol25 dataset describes a gas-phase ion, C7H12 (charge +1). The level of theory is ωB97M-V/def2-TZVPD.

Last column: Mulliken charge in e.
Geometry (Å):
C 0.41 2.49 0.79  -1.209
C 0.39 1.39 -0.30  -0.316
C -0.27 0.06 0.06  0.527
C -1.44 0.17 0.78  -0.713
C 0.19 -1.36 -1.75  -0.837
C 0.36 -1.17 -0.40  0.527
C 0.47 -2.41 0.43  -1.252
H 0.26 2.11 1.79  0.435
H -0.31 3.24 0.48  0.348
H 1.37 2.98 0.67  0.333
H -0.32 1.76 -1.04  0.333
H 1.37 1.28 -0.76  0.410
H -2.38 -0.25 0.46  0.339
H -1.52 1.04 1.41  0.310
H 0.32 -2.37 -2.14  0.346
H -0.51 -0.80 -2.35  0.301
H 1.27 -2.21 1.18  0.320
H -0.55 -2.70 0.79  0.345
H 0.89 -3.24 -0.12  0.453

Computed properties:
total charge = +1
multiplicity = 2

Which structure is most stable, and how do the rest compare? From most to least stable: arrangement a, arrangement b.

Arrangement a

This record from the OMol25 dataset describes a molecular structure, C10H13NO3. The level of theory is ωB97M-V/def2-TZVPD.

Last column: Mulliken charge in e.
Geometry (Å):
C 2.69 -1.23 -0.76  -0.449
C 1.50 -1.44 -1.55  -0.529
C 2.70 -1.34 0.57  -0.742
C 0.33 -1.35 -0.91  -0.592
C -0.57 0.61 0.89  0.517
C 1.46 -1.39 1.46  -0.710
C 0.23 -1.16 0.58  0.644
C -1.28 3.13 -0.60  -1.499
C -1.81 0.82 0.18  -0.606
C -1.47 1.71 -1.08  -0.687
N -0.97 -1.89 1.14  1.042
O -1.96 -2.02 0.48  -0.650
O 0.16 1.25 1.60  -0.535
O -0.87 -2.24 2.27  -0.678
H 3.58 -1.19 -1.28  0.456
H 1.50 -1.61 -2.56  0.508
H 3.55 -1.27 1.08  0.522
H -0.72 -1.50 -1.38  0.283
H 1.40 -2.32 1.87  0.449
H 1.60 -0.56 2.09  0.292
H -0.78 3.70 -1.23  0.516
H -0.72 3.34 0.33  0.296
H -2.17 3.63 -0.38  0.392
H -2.33 1.37 0.89  0.507
H -2.29 0.00 -0.32  0.208
H -0.63 1.36 -1.59  0.385
H -2.14 1.60 -1.79  0.663

Arrangement b

This record from the OMol25 dataset describes a single C10H13NO3 molecule. The level of theory is ωB97M-V/def2-TZVPD.

Last column: Mulliken charge in e.
Geometry (Å):
C -1.27 -0.76 -1.53  -1.338
C 0.18 -0.97 -1.06  1.708
C 1.30 -0.18 -1.72  -1.456
C 0.55 -2.50 -1.13  -1.913
N 0.19 -0.53 0.44  0.089
C 0.60 -1.12 1.65  0.156
O 0.87 -2.26 1.86  -0.634
C 0.50 0.25 2.49  -0.730
C 0.01 0.98 1.21  1.046
C -1.39 1.47 1.38  -0.880
C -1.39 2.68 0.89  -0.652
C -0.05 3.10 0.42  0.483
O 0.42 4.07 0.04  -0.461
O 0.76 1.94 0.62  -0.490
H -1.84 -1.15 -0.63  0.339
H -1.45 0.33 -1.65  0.326
H -1.54 -1.38 -2.52  0.308
H 2.33 -0.80 -1.90  0.262
H 1.57 0.63 -1.13  0.417
H 0.89 0.11 -2.68  0.382
H 1.39 -2.73 -0.61  0.541
H -0.30 -3.26 -0.90  0.309
H 0.69 -2.66 -2.22  0.479
H -0.24 0.15 3.23  0.377
H 1.52 0.42 2.83  0.298
H -2.17 0.79 1.58  0.528
H -2.14 3.38 1.03  0.506

Computed properties:
structure (SMILES) = CC(C)(C)N1C(=O)C[C@]12C=CC(=O)O2

Which structure is most stable, and how do the rest compare? From most to least stable: arrangement b, arrangement a.

Arrangement a

This record from the OMol25 dataset describes a gas-phase ion, C4H11N2S (charge -1). The level of theory is ωB97M-V/def2-TZVPD.

Last column: Mulliken charge in e.
Geometry (Å):
C -1.19 -1.30 -0.25  -1.413
C -0.81 0.11 -0.67  0.434
C -1.60 1.19 0.12  -1.005
S -3.42 1.01 -0.03  -0.657
N 0.62 0.36 -0.63  -0.296
C 1.55 -0.45 0.12  -0.313
N 2.72 0.37 0.47  -0.678
H -0.49 -2.04 -0.65  0.368
H -2.20 -1.51 -0.56  0.386
H -1.12 -1.37 0.83  0.332
H -1.24 0.39 -1.62  0.152
H -1.38 1.33 1.19  0.236
H -1.31 2.14 -0.31  0.276
H 0.89 1.33 -0.60  0.268
H 1.06 -0.87 1.01  0.218
H 1.94 -1.29 -0.49  0.210
H 3.45 -0.28 0.74  0.235
H 2.51 0.88 1.33  0.247

Computed properties:
structure (SMILES) = C[C@@H](C[S-])NCN
total charge = -1

Arrangement b

This record from the OMol25 dataset describes a gas-phase ion, C4H11N2S (charge -1). The level of theory is ωB97M-V/def2-TZVPD.

Last column: Mulliken charge in e.
Geometry (Å):
N -1.18 1.25 -1.23  -0.604
C -0.28 1.71 -0.19  -0.469
N 1.10 1.20 -0.37  -0.363
C 1.33 -0.09 0.29  -0.757
C 0.47 -1.33 0.01  -0.364
C -0.61 -1.44 1.13  -0.774
S -2.40 -1.92 0.42  -0.690
H -1.81 0.47 -1.05  0.280
H -0.73 0.95 -2.10  0.277
H -0.75 1.50 0.78  0.259
H -0.24 2.79 -0.17  0.216
H 1.24 1.21 -1.37  0.282
H 1.49 -0.07 1.42  0.256
H 2.43 -0.24 0.01  0.380
H -0.12 -1.26 -0.90  0.256
H 1.11 -2.19 -0.12  0.332
H -0.76 -0.43 1.52  0.145
H -0.28 -2.11 1.92  0.339

Computed properties:
structure (SMILES) = NCNCCC[S-]
total charge = -1

Which structure is most stable, and how do the rest compare? From most to least stable: arrangement a, arrangement b.

Arrangement a

This record from the OMol25 dataset describes 10 unconnected molecules or ions with the total composition C10H40N20O10. The level of theory is ωB97M-V/def2-TZVPD.

Last column: Mulliken charge in e.
Geometry (Å):
N 4.20 -0.42 3.55  -0.405
C 4.56 -1.56 4.10  0.651
N 5.66 -2.05 3.80  -0.340
O 3.83 -2.10 4.91  -0.678
H 3.32 -0.06 3.89  0.216
H 4.66 -0.08 2.71  0.175
H 6.06 -2.87 4.25  0.222
H 6.11 -1.70 2.97  0.158
N -0.64 6.69 -3.23  -0.383
C -0.50 5.51 -3.69  0.639
N -1.60 5.24 -4.43  -0.473
O 0.35 4.72 -3.56  -0.597
H -1.52 7.16 -3.41  0.200
H 0.16 7.08 -2.76  0.220
H -1.83 4.30 -4.72  0.209
H -1.88 6.06 -4.94  0.184
N -2.83 -3.17 7.62  -0.395
C -1.92 -2.23 7.42  0.666
N -2.22 -1.80 6.27  -0.309
O -1.06 -1.76 8.16  -0.660
H -2.87 -3.56 8.55  0.193
H -3.33 -3.64 6.89  0.162
H -2.96 -2.28 5.78  0.154
H -1.81 -0.94 5.93  0.191
N -1.68 -7.99 -3.60  -0.407
C -0.73 -7.22 -3.01  0.663
N -1.17 -5.95 -2.88  -0.381
O 0.40 -7.67 -2.82  -0.637
H -1.41 -8.93 -3.88  0.214
H -2.55 -7.60 -3.92  0.154
H -0.46 -5.24 -2.79  0.215
H -2.07 -5.78 -3.31  0.183
N 4.03 2.42 -6.07  -0.419
C 3.57 2.17 -7.24  0.622
N 4.36 1.42 -7.93  -0.385
O 2.41 2.41 -7.52  -0.663
H 3.42 2.88 -5.41  0.231
H 5.02 2.62 -6.02  0.196
H 5.29 1.14 -7.67  0.182
H 3.93 1.19 -8.81  0.236
N -1.79 5.50 3.53  -0.459
C -2.17 4.41 2.90  0.583
N -3.30 4.66 2.52  -0.344
O -1.61 3.37 3.01  -0.645
H -2.43 6.26 3.75  0.160
H -0.97 5.40 4.11  0.235
H -3.48 5.65 2.47  0.210
H -3.63 3.98 1.84  0.261
N -5.50 -7.79 3.34  -0.446
C -4.51 -6.93 3.18  0.620
N -4.05 -6.99 1.99  -0.377
O -4.16 -6.16 4.03  -0.640
H -5.81 -7.82 4.30  0.236
H -5.62 -8.62 2.77  0.198
H -3.42 -6.22 1.80  0.224
H -4.44 -7.60 1.28  0.181
N -1.90 -1.76 -5.99  -0.375
C -1.60 -0.50 -6.03  0.672
N -0.54 -0.34 -5.33  -0.347
O -2.18 0.26 -6.78  -0.670
H -1.24 -2.39 -5.56  0.129
H -2.60 -2.22 -6.56  0.210
H -0.04 0.53 -5.40  0.212
H -0.13 -1.05 -4.73  0.172
N 3.13 6.37 2.19  -0.398
C 3.59 6.37 3.42  0.650
N 4.65 7.07 3.57  -0.388
O 2.92 5.96 4.32  -0.642
H 2.19 6.02 2.07  0.219
H 3.63 6.94 1.51  0.169
H 5.34 7.29 2.87  0.177
H 4.92 7.43 4.47  0.210
N -0.34 -1.01 0.94  -0.382
C 0.42 -0.84 -0.14  0.677
N 0.85 0.41 -0.21  -0.328
O 0.51 -1.77 -0.90  -0.657
H -0.51 -1.97 1.21  0.219
H -0.36 -0.21 1.55  0.147
H 1.33 0.87 -0.97  0.212
H 0.56 1.04 0.52  0.112

Computed properties:
structure (SMILES) = NC(N)=O.NC(N)=O.NC(N)=O.NC(N)=O.NC(N)=O.NC(N)=O.NC(N)=O.NC(N)=O.NC(N)=O.NC(N)=O

Arrangement b

This record from the OMol25 dataset describes 10 unconnected molecules or ions with the total composition C10H40N20O10. The level of theory is ωB97M-V/def2-TZVPD.

Last column: Mulliken charge in e.
Geometry (Å):
N 4.78 4.59 0.68  -0.362
C 4.37 3.44 0.23  0.670
N 3.19 3.14 0.65  -0.139
O 4.92 2.82 -0.69  -0.694
H 3.97 4.95 1.18  0.135
H 5.65 5.05 0.47  0.220
H 2.82 3.73 1.39  0.107
H 2.72 2.28 0.41  0.056
N -1.73 4.10 2.37  -0.368
C -1.53 3.02 3.01  0.527
N -1.78 2.03 2.17  -0.122
O -1.38 2.99 4.25  -0.814
H -1.81 4.86 3.03  0.241
H -2.11 4.17 1.43  0.223
H -1.88 1.15 2.66  0.203
H -2.34 2.13 1.33  0.175
N 0.34 -1.49 4.64  -0.430
C -0.35 -0.36 4.50  0.633
N 0.38 0.65 4.76  -0.382
O -1.52 -0.34 4.18  -0.654
H -0.12 -2.32 4.30  0.163
H 0.90 -1.62 5.47  0.239
H 1.39 0.65 4.73  0.221
H 0.00 1.56 4.58  0.221
N 2.52 2.83 -3.08  -0.262
C 1.59 3.32 -3.84  0.636
N 0.76 2.38 -4.28  -0.302
O 1.44 4.49 -4.19  -0.740
H 2.36 2.04 -2.48  0.136
H 3.09 3.54 -2.64  0.176
H 0.06 2.66 -4.96  0.215
H 0.86 1.50 -3.80  0.123
N -1.02 -4.13 -2.29  -0.172
C -1.41 -3.52 -3.34  0.651
N -1.23 -4.35 -4.33  -0.423
O -1.99 -2.42 -3.32  -0.700
H -0.90 -3.59 -1.44  0.206
H -0.67 -5.08 -2.24  0.138
H -1.60 -4.23 -5.26  0.236
H -0.52 -5.04 -4.13  0.152
N 0.91 -1.86 -4.59  -0.264
C 1.88 -1.30 -3.94  0.571
N 2.86 -0.80 -4.75  -0.412
O 1.83 -1.09 -2.75  -0.758
H 0.08 -1.96 -4.03  0.191
H 0.81 -2.02 -5.58  0.166
H 3.65 -0.27 -4.40  0.219
H 3.06 -1.14 -5.67  0.162
N -0.87 -4.30 2.74  -0.293
C -0.95 -5.30 1.95  0.631
N -0.04 -5.18 1.05  -0.418
O -1.73 -6.22 2.13  -0.714
H -1.31 -4.18 3.64  0.244
H -0.01 -3.80 2.57  0.106
H 0.50 -4.33 0.97  0.209
H -0.15 -5.91 0.36  0.222
N 0.76 4.77 0.38  -0.320
C -0.07 4.22 -0.41  0.508
N -0.11 4.75 -1.64  -0.465
O -0.67 3.19 -0.12  -0.691
H 0.51 4.73 1.36  0.310
H 1.32 5.53 0.03  0.175
H 0.63 5.33 -2.01  0.214
H -0.54 4.10 -2.27  0.242
N -3.46 -2.69 1.86  -0.098
C -4.63 -3.13 1.52  0.611
N -5.43 -3.52 2.51  -0.389
O -5.02 -3.17 0.34  -0.713
H -2.87 -2.44 1.07  0.076
H -3.00 -2.73 2.75  0.093
H -6.42 -3.61 2.35  0.233
H -5.18 -3.48 3.49  0.157
N -0.41 -0.32 1.32  0.080
C 0.00 -0.96 0.24  0.375
N 0.79 -0.20 -0.48  -0.184
O -0.20 -2.11 -0.10  -0.733
H -0.90 -0.81 2.06  -0.010
H -0.15 0.65 1.36  0.105
H 1.13 0.71 -0.21  -0.019
H 1.16 -0.73 -1.26  0.440

Computed properties:
structure (SMILES) = NC(N)=O.NC(N)=O.NC(N)=O.NC(N)=O.NC(N)=O.NC(N)=O.NC(N)=O.NC(N)=O.NC(N)=O.NC(N)=O

Arrangement c

This record from the OMol25 dataset describes 10 unconnected molecules or ions with the total composition C10H40N20O10. The level of theory is ωB97M-V/def2-TZVPD.

Last column: Mulliken charge in e.
Geometry (Å):
N 1.19 0.50 3.71  -0.265
C 0.24 1.22 3.01  0.421
N -0.82 0.39 2.57  -0.209
O 0.41 2.38 2.75  -0.699
H 0.99 -0.42 3.96  0.178
H 1.78 1.10 4.27  0.219
H -1.79 0.65 2.57  0.158
H -0.82 -0.53 2.93  0.191
N 0.67 0.23 -0.27  0.274
C 0.56 -1.17 -0.26  0.491
N -0.59 -1.69 0.19  0.025
O 1.50 -1.91 -0.58  -0.813
H -0.11 0.85 -0.31  -0.115
H 1.62 0.62 -0.46  -0.047
H -0.60 -2.66 0.46  0.099
H -1.14 -0.98 0.69  0.065
N 0.70 -1.01 -3.41  -0.318
C -0.46 -1.06 -4.21  0.519
N -1.01 0.29 -4.34  -0.386
O -0.90 -2.12 -4.64  -0.608
H 0.79 -0.19 -2.80  -0.014
H 0.78 -1.89 -2.92  0.212
H -0.72 0.84 -3.54  0.178
H -1.96 0.36 -4.62  0.260
N 2.79 2.58 -1.37  -0.191
C 3.85 1.87 -1.79  0.434
N 3.42 0.72 -2.62  -0.366
O 5.04 2.11 -1.54  -0.650
H 3.02 3.51 -1.00  0.236
H 2.07 2.66 -2.08  -0.003
H 4.16 0.07 -2.63  0.257
H 2.49 0.39 -2.67  0.373
N -0.74 -3.50 2.92  -0.224
C -2.07 -3.86 3.18  0.508
N -2.61 -5.04 2.65  -0.392
O -2.79 -3.11 3.90  -0.690
H -0.20 -4.23 2.49  0.224
H -0.27 -2.97 3.66  0.196
H -2.27 -5.48 1.82  0.231
H -3.55 -5.16 2.85  0.241
N 2.94 -3.12 2.27  -0.334
C 2.79 -2.75 3.51  0.649
N 3.83 -2.96 4.34  -0.554
O 1.75 -2.27 4.02  -0.793
H 2.25 -2.75 1.59  0.183
H 3.84 -3.47 1.88  0.221
H 4.76 -2.95 3.97  0.224
H 3.83 -2.38 5.15  0.281
N 0.00 -4.31 -2.07  -0.289
C -0.96 -4.83 -1.24  0.542
N -1.96 -5.56 -1.88  -0.492
O -0.96 -4.57 -0.02  -0.618
H 0.34 -4.87 -2.82  0.204
H 0.65 -3.66 -1.61  0.106
H -2.71 -5.82 -1.27  0.235
H -2.04 -5.26 -2.82  0.241
N 0.05 6.00 1.89  -0.353
C -0.10 5.55 0.57  0.647
N 0.72 4.42 0.36  -0.244
O -0.94 5.94 -0.23  -0.592
H 0.69 5.59 2.54  0.178
H -0.37 6.83 2.25  0.211
H 0.82 3.82 1.23  0.426
H 0.34 3.84 -0.34  -0.058
N -0.13 3.85 -4.15  -0.576
C -0.84 3.20 -3.16  0.150
N -2.16 3.09 -3.33  -0.211
O -0.22 2.82 -2.18  -0.070
H -0.48 3.87 -5.10  0.259
H 0.81 3.43 -4.16  0.247
H -2.83 2.70 -2.65  0.307
H -2.49 3.34 -4.24  0.157
N -2.04 3.00 0.44  0.012
C -3.07 2.23 0.09  0.433
N -3.66 1.68 1.27  -0.477
O -3.38 1.89 -1.08  -0.762
H -1.75 3.03 1.43  0.176
H -1.52 3.57 -0.22  -0.166
H -3.93 2.34 2.06  0.269
H -4.50 1.17 1.17  0.228

Computed properties:
structure (SMILES) = NC(N)=O.NC(N)=O.NC(N)=O.NC(N)=O.NC(N)=O.NC(N)=O.NC(N)=O.NC(N)=O.NC(N)=O.NC(N)=O

Which structure is most stable, and how do the rest compare? From most to least stable: arrangement c, arrangement b, arrangement a.